[1]
Density functional theory data (ωB97M-V/def2-TZVPD) for a cluster of 2 separate species, C5H13N2O in total at a distorted geometry.

XYZ file:
```
21
Properties=species:S:1:pos:R:3:mulliken_charge:R:1
C 0.232 0.450 0.303 -0.43
N 1.666 0.419 0.337 -0.37
C 2.204 -1.064 0.448 -0.17
N 3.524 -1.229 0.604 -0.68
C -0.458 0.304 -1.095 -0.73
C -1.975 0.601 -1.331 -0.65
C -2.776 -0.120 -0.200 -0.60
O -2.650 -1.441 -0.088 -0.84
H -0.371 -0.300 0.867 0.29
H -0.123 1.370 0.763 0.40
H 1.997 0.771 1.504 -0.32
H 1.592 -1.517 1.244 0.32
H 1.689 -1.326 -0.514 0.28
H 2.372 0.816 2.280 0.45
H 3.887 -0.551 1.278 0.26
H -0.247 -0.719 -1.442 0.30
H 0.022 0.879 -1.893 0.35
H -2.029 1.687 -1.187 0.32
H -2.290 0.335 -2.340 0.39
H -3.868 0.219 -0.283 0.32
H -2.397 0.416 0.744 0.12
```

Maximum force ... 4.017 eV/Å
Energy relative to the best compared isomer or geometry (same formula, charge and spin) ... 7.960 eV
2S+1 ... 1
DFT total energy ... -382.77133 hartree
Charge ... -1

[2]
Density functional theory data (ωB97M-V/def2-TZVPD) for a structure of composition C22H23Br2N2OPtSe4 at a distorted geometry.

XYZ file:
```
55
Properties=species:S:1:pos:R:3:mulliken_spin:R:1
Pt 0.520 0.598 1.580 0.67
Se 0.409 0.119 4.037 0.06
Se 2.237 1.135 5.003 0.01
Se 3.764 1.174 3.186 0.00
Se 2.432 2.141 1.562 -0.01
Br -5.197 -2.928 1.326 0.00
C -3.569 -1.961 1.406 0.04
C -2.336 -2.595 1.565 0.15
C -1.196 -1.847 1.604 -0.03
N -1.183 -0.521 1.402 0.19
C -2.377 0.150 1.309 0.15
C -3.599 -0.575 1.274 0.03
C -2.324 1.581 1.359 0.12
C -3.492 2.396 1.378 0.06
C -3.350 3.781 1.394 0.00
Br -4.906 4.871 1.512 0.00
C -2.055 4.292 1.342 0.16
C -0.972 3.454 1.330 -0.07
N -1.066 2.117 1.296 0.31
H -2.289 -3.670 1.669 0.02
H -0.221 -2.273 1.780 -0.02
H -4.563 -0.087 1.158 0.02
H -4.495 1.979 1.393 0.02
H -1.919 5.364 1.388 0.02
H 0.031 3.866 1.356 0.01
C 0.966 2.005 -3.267 0.00
C -0.046 0.827 -3.180 0.00
C -1.320 1.229 -2.403 0.00
C 0.642 -0.428 -2.660 0.01
C 0.912 -1.498 -3.519 0.00
C 1.593 -2.609 -3.053 0.00
C 2.045 -2.638 -1.740 0.00
C 1.785 -1.612 -0.823 0.00
C 2.401 -1.738 0.571 0.01
C 3.863 -1.228 0.559 0.00
C 2.279 -3.183 1.148 0.01
C 1.077 -0.460 -1.271 -0.01
O 0.860 0.601 -0.529 0.00
H 0.490 2.872 -3.733 0.00
H 1.861 1.723 -3.862 0.00
H 1.306 2.282 -2.244 0.00
H -0.371 0.610 -4.217 0.00
H -1.035 1.571 -1.392 0.00
H -2.016 0.378 -2.306 0.00
H -1.862 2.051 -2.893 0.00
H 0.596 -1.417 -4.556 0.00
H 1.809 -3.437 -3.715 0.00
H 2.603 -3.499 -1.370 0.00
H 1.829 -1.063 1.264 0.03
H 4.485 -1.841 -0.123 0.00
H 4.290 -1.216 1.573 0.00
H 3.912 -0.192 0.199 0.00
H 3.104 -3.833 0.796 0.00
H 1.321 -3.665 0.880 0.00
H 2.335 -3.155 2.256 0.00
```

Maximum force ... 2.345 eV/Å
Energy relative to the best compared isomer or geometry (same formula, charge and spin) ... 0.000 eV
2S+1 ... 3
DFT total energy ... -15910.07999 hartree
Expectation value of S² ... 2.0287
Charge ... -1

[3]
Density functional theory data (ωB97M-V/def2-TZVPD) for a structure of composition C19H28N2O4 at a distorted geometry.

XYZ file:
```
53
Properties=species:S:1:pos:R:3:mulliken_charge:R:1
C -6.772 -2.276 -0.328 -1.34
H -7.497 -1.653 -0.104 0.43
H -6.511 -2.054 -1.508 0.22
H -7.046 -3.346 -0.264 0.40
C -5.536 -2.106 0.222 0.34
C -5.818 -2.340 1.905 -1.22
H -6.095 -3.432 2.151 0.33
H -6.599 -1.639 2.140 0.35
H -4.915 -2.011 2.328 0.39
C -5.146 -0.499 0.208 -0.87
C -4.852 0.123 -1.196 -0.35
O -4.382 1.333 -1.402 -0.33
C -2.989 1.317 -1.002 0.74
C -2.062 0.642 -0.420 -0.12
C -0.816 0.929 -0.221 -0.88
C -0.500 2.251 -0.017 1.09
C -1.334 3.066 -0.499 -0.12
C -2.673 2.792 -0.846 -0.72
H -3.261 3.676 -1.319 0.28
H -1.109 4.315 -0.449 0.14
C 0.869 2.763 0.177 0.28
O 0.990 3.986 0.855 -0.73
N 1.922 1.997 0.134 0.01
H 1.647 0.979 0.000 -0.04
C 3.238 2.271 0.386 -0.51
H 3.306 3.102 1.106 0.34
H 3.998 1.935 -0.178 0.29
C 3.622 1.156 1.609 -2.02
C 3.530 -0.368 1.018 0.64
O 2.596 -0.946 0.721 -0.54
N 4.810 -0.730 0.468 0.29
C 6.065 -0.231 0.415 -0.49
H 6.096 0.800 1.060 0.36
C 6.564 -0.144 -0.926 -0.82
O 6.597 -1.305 -1.592 -0.18
C 5.399 -1.644 -1.592 -1.09
H 5.509 -2.781 -2.339 0.22
C 4.829 -2.076 0.052 -1.30
H 3.801 -2.456 -0.226 0.25
H 5.381 -2.662 0.403 0.83
H 4.729 -1.283 -2.016 0.93
H 7.465 0.452 -0.674 0.35
H 5.820 0.645 -1.394 0.34
H 6.749 -1.003 1.097 0.34
H 4.408 1.280 2.088 1.26
H 2.936 0.877 2.364 0.52
H -0.040 0.077 0.302 0.07
H -2.205 -0.639 -0.358 0.00
H -4.052 -0.710 -1.728 0.21
H -5.805 0.007 -1.810 0.29
H -4.317 -0.179 0.829 0.53
H -5.997 0.219 0.477 0.27
H -4.547 -2.480 -0.104 0.36
```

Maximum force ... 18.886 eV/Å
Energy relative to the best compared isomer or geometry (same formula, charge and spin) ... 20.096 eV
2S+1 ... 1
DFT total energy ... -1150.59705 hartree

[4]
Density functional theory data (ωB97M-V/def2-TZVPD) for a structure of composition C19H51F3KO22P5 at a distorted geometry.

XYZ file:
```
101
Properties=species:S:1:pos:R:3:mulliken_charge:R:1
K -0.691 -0.066 0.421 0.98
C -0.432 -3.700 5.246 0.09
O -0.494 -2.668 6.241 -0.27
O -0.678 -3.132 3.968 -0.87
C 0.573 -4.841 5.474 0.68
F 1.810 -4.524 5.143 -0.25
F 0.585 -5.171 6.790 -0.28
F 0.254 -6.060 4.933 -0.28
C 0.514 -1.677 6.292 -0.12
C 0.205 -0.691 7.484 -1.11
H 1.054 -0.037 7.684 0.37
H -0.614 -0.023 7.216 0.19
H -0.073 -1.244 8.382 0.31
H 0.719 -1.144 5.364 0.26
H 1.455 -2.107 6.635 0.23
H -1.265 -4.341 5.535 0.07
C 2.034 0.877 -7.343 -0.72
O 1.533 0.011 -6.394 -0.32
P 0.092 0.245 -5.634 1.09
O 0.028 -0.369 -4.276 -0.65
O -0.066 1.887 -5.649 -0.30
C 0.573 2.723 -4.768 -0.77
O -1.036 -0.386 -6.578 -0.32
C -2.280 -0.630 -6.019 -0.70
H 1.299 1.242 -8.059 0.35
H 2.521 0.158 -8.001 0.32
H 2.724 1.628 -6.958 0.24
H 1.173 2.276 -3.975 0.35
H -0.189 3.375 -4.339 0.27
H 1.249 3.435 -5.242 0.29
H -2.393 -0.305 -4.985 0.35
H -2.449 -1.701 -6.133 0.25
H -2.984 -0.040 -6.605 0.26
C 4.901 3.684 2.313 -0.72
O 5.570 3.451 1.061 -0.31
P 5.321 2.036 0.261 1.03
O 3.953 1.456 0.397 -0.60
O 5.778 2.311 -1.268 -0.31
C 5.824 1.296 -2.225 -0.71
O 6.514 1.067 0.918 -0.31
C 7.880 1.466 0.877 -0.64
H 5.598 3.511 3.132 0.27
H 4.009 3.072 2.448 0.33
H 4.406 4.655 2.287 0.26
H 5.412 0.329 -1.936 0.36
H 6.849 1.165 -2.573 0.27
H 5.274 1.710 -3.071 0.25
H 8.318 0.935 0.032 0.23
H 8.359 1.134 1.798 0.25
H 7.941 2.548 0.764 0.34
C -5.440 3.345 -3.189 -0.74
O -6.326 2.249 -3.286 -0.27
P -6.456 1.278 -1.995 1.05
O -5.233 1.230 -1.154 -0.61
O -6.794 -0.131 -2.711 -0.34
C -7.955 -0.236 -3.498 -0.66
O -7.821 1.782 -1.186 -0.36
C -7.740 2.818 -0.203 -0.56
H -4.889 3.439 -4.125 0.27
H -4.699 3.332 -2.390 0.33
H -5.995 4.264 -2.998 0.29
H -7.627 -0.316 -4.534 0.27
H -8.732 0.526 -3.431 0.31
H -8.410 -1.208 -3.309 0.27
H -6.965 3.504 -0.543 0.24
H -7.546 2.447 0.804 0.24
H -8.659 3.404 -0.201 0.27
C -4.379 1.595 4.561 -0.59
O -4.031 2.919 4.972 -0.25
P -2.852 3.699 4.322 0.92
O -1.758 2.812 3.770 -0.61
O -3.601 4.547 3.170 -0.28
C -4.365 5.683 3.411 -0.68
O -2.379 4.763 5.484 -0.31
C -1.053 5.180 5.463 -0.67
H -5.258 1.220 5.086 0.22
H -3.499 0.992 4.787 0.32
H -4.522 1.590 3.481 0.26
H -4.221 5.983 4.449 0.32
H -5.441 5.595 3.260 0.25
H -4.027 6.497 2.770 0.26
H -1.028 6.206 5.829 0.24
H -0.679 5.118 4.440 0.34
H -0.442 4.471 6.021 0.26
C 2.978 -8.592 -1.928 -0.80
O 3.204 -7.219 -1.811 -0.22
P 4.672 -6.628 -1.737 1.01
O 5.641 -7.411 -0.920 -0.70
O 5.037 -6.456 -3.340 -0.36
C 4.145 -5.857 -4.224 -0.65
O 4.466 -5.063 -1.281 -0.23
C 3.596 -4.614 -0.224 -0.59
H 2.556 -8.933 -2.873 0.27
H 2.284 -8.822 -1.119 0.28
H 3.799 -9.250 -1.643 0.36
H 3.727 -6.681 -4.802 0.27
H 4.727 -5.202 -4.873 0.27
H 3.307 -5.246 -3.890 0.31
H 2.992 -5.415 0.201 0.29
H 2.927 -3.830 -0.579 0.23
H 4.103 -4.202 0.649 0.27
```

Maximum force ... 4.792 eV/Å
Energy relative to the best compared isomer or geometry (same formula, charge and spin) ... 8.135 eV
2S+1 ... 1
DFT total energy ... -5016.39016 hartree

[5]
Density functional theory data (ωB97M-V/def2-TZVPD) for a structure of composition C21H39NOOsP2 at a distorted geometry.

XYZ file:
```
65
Properties=species:S:1:pos:R:3:mulliken_spin:R:1
Os -0.168 -0.100 0.022 2.11
P -0.342 -0.013 -2.305 0.02
P 0.141 -0.149 2.326 0.05
N 1.573 -0.483 -0.204 0.55
H -2.879 1.556 -0.868 0.01
C -0.150 1.624 -3.100 0.01
H -0.286 1.502 -4.185 0.00
H 0.855 2.013 -2.897 0.00
H -0.899 2.320 -2.705 -0.01
C -1.892 -0.615 -3.028 0.02
H -1.893 -0.399 -4.104 0.00
H -2.741 -0.116 -2.548 0.00
H -1.975 -1.696 -2.859 0.00
C 0.938 -0.951 -3.229 0.00
H 0.669 -0.983 -4.294 0.00
H 1.014 -1.975 -2.845 0.00
H 1.912 -0.458 -3.120 0.00
C 0.501 1.430 3.166 0.00
H 0.625 1.225 4.239 0.00
H -0.330 2.125 3.006 0.00
H 1.425 1.859 2.761 0.00
C -1.246 -0.771 3.318 0.02
H -0.983 -0.700 4.381 0.00
H -1.449 -1.811 3.043 0.00
H -2.141 -0.170 3.118 0.00
C 1.554 -1.156 2.897 0.00
H 1.521 -1.217 3.993 0.00
H 2.493 -0.684 2.587 0.00
H 1.500 -2.164 2.474 0.00
C 2.839 -0.830 -0.381 -0.05
C 5.191 -0.262 -0.811 -0.12
C 3.882 0.140 -0.593 0.22
C 3.214 -2.217 -0.386 0.22
C 4.531 -2.599 -0.605 -0.11
C 5.521 -1.629 -0.817 0.23
H 5.969 0.489 -0.981 0.00
H 3.595 1.190 -0.581 0.01
H 2.423 -2.943 -0.222 0.01
H 4.786 -3.664 -0.612 0.00
H 6.563 -1.939 -0.991 0.02
C -2.568 2.005 0.101 0.01
O -1.264 1.500 0.452 0.24
C -2.530 3.538 0.028 0.01
H -3.476 3.946 0.404 0.00
H -2.448 3.873 -1.002 0.00
H -1.708 3.951 0.635 0.00
C -3.651 1.634 1.097 0.03
H -3.646 2.324 1.952 0.00
H -3.522 0.628 1.495 -0.01
H -4.621 1.686 0.569 0.00
C -4.302 -3.558 0.665 0.02
C -4.328 -2.023 0.678 0.02
C -5.269 -1.446 -0.404 0.02
C -4.960 -1.538 2.014 0.01
C -2.958 -1.544 0.471 0.04
C -1.781 -1.211 0.207 0.43
H -5.290 -4.012 0.790 0.00
H -3.675 -3.920 1.487 0.00
H -3.881 -3.926 -0.277 0.00
H -6.290 -1.849 -0.298 0.00
H -5.344 -0.355 -0.277 0.00
H -4.912 -1.647 -1.423 0.00
H -4.303 -1.731 2.873 0.00
H -5.176 -0.457 1.968 0.00
H -5.925 -2.045 2.188 0.00
```

Maximum force ... 4.841 eV/Å
2S+1 ... 5
DFT total energy ... -1726.77010 hartree
Expectation value of S² ... 6.0669